1.
{"formula": "C32H61B2BrFN5O6", "method": "ωB97M-V/def2-TZVPD", "symbols": ["C", "B", "O", "C", "O", "C", "C", "C", "F", "O", "C", "Br", "C", "C", "C", "C", "C", "C", "C", "C", "B", "O", "N", "C", "C", "N", "C", "C", "C", "O", "N", "C", "O", "H", "H", "H", "H", "H", "H", "H", "H", "H", "H", "H", "H", "H", "H", "H", "H", "H", "H", "H", "H", "H", "H", "H", "H", "H", "H", "H", "H", "H", "H", "H", "C", "C", "N", "C", "C", "C", "C", "H", "H", "H", "H", "H", "H", "H", "H", "H", "H", "H", "H", "H", "H", "H", "C", "C", "N", "C", "C", "C", "C", "H", "H", "H", "H", "H", "H", "H", "H", "H", "H", "H", "H", "H", "H", "H"], "xyz": [[1.243, -2.871, 1.126], [0.000, -2.056, 1.635], [-0.868, -2.648, 2.505], [-0.411, -0.570, 1.176], [-1.359, -0.048, 2.133], [-1.209, -0.649, -0.181], [-2.522, 0.151, -0.121], [-3.679, -0.609, 0.510], [-4.325, 0.151, 1.470], [-0.527, -0.134, -1.307], [0.284, -0.878, -2.144], [2.239, -0.654, -1.669], [-0.087, -2.359, -2.230], [0.751, -3.240, -3.116], [0.319, -3.544, -4.396], [1.070, -4.344, -5.235], [2.282, -4.874, -4.822], [3.122, -5.708, -5.740], [2.698, -4.601, -3.526], [1.947, -3.800, -2.689], [0.176, -0.206, -3.614], [1.095, -0.425, -4.580], [-0.985, 0.622, -3.905], [-0.636, 2.024, -3.615], [-1.472, 0.453, -5.275], [0.737, 0.271, 1.066], [0.556, 1.685, 0.847], [1.875, 2.352, 0.427], [2.314, 3.553, 1.175], [1.740, 3.526, -0.263], [1.770, -0.036, 2.024], [1.682, 0.550, 3.109], [1.713, 1.145, 4.108], [1.816, -3.187, 2.003], [1.918, -2.325, 0.480], [0.899, -3.795, 0.657], [-0.465, -3.393, 2.958], [-1.080, -0.293, 3.019], [-1.527, -1.686, -0.290], [-2.759, 0.335, -1.168], [-2.394, 1.124, 0.338], [-4.417, -0.887, -0.241], [-3.335, -1.532, 0.977], [-0.133, -2.809, -1.241], [-1.108, -2.381, -2.619], [-0.620, -3.156, -4.767], [0.713, -4.559, -6.232], [3.761, -5.066, -6.346], [2.519, -6.291, -6.429], [3.780, -6.368, -5.183], [3.630, -5.009, -3.164], [2.303, -3.598, -1.690], [1.834, -0.978, -4.298], [-0.350, 2.546, -4.530], [-1.464, 2.556, -3.150], [0.221, 2.080, -2.942], [-0.775, 0.845, -6.021], [-2.407, 1.001, -5.391], [-1.677, -0.596, -5.466], [0.157, 2.220, 1.716], [-0.143, 1.834, 0.029], [2.675, 1.679, 0.122], [1.623, 4.248, 1.622], [3.317, 3.898, 0.971], [9.638, -0.459, 1.141], [8.386, 0.209, 1.689], [7.347, 0.369, 0.691], [6.271, 1.253, 1.102], [5.402, 0.835, 2.295], [6.931, -0.843, 0.006], [6.392, -2.009, 0.846], [10.003, 0.070, 0.259], [10.424, -0.446, 1.896], [9.463, -1.501, 0.870], [8.653, 1.207, 2.046], [8.044, -0.353, 2.574], [5.628, 1.425, 0.234], [6.714, 2.227, 1.332], [4.715, 0.026, 2.049], [4.791, 1.686, 2.608], [6.000, 0.531, 3.155], [7.776, -1.211, -0.580], [6.179, -0.563, -0.736], [7.012, -2.220, 1.719], [6.374, -2.916, 0.238], [5.373, -1.831, 1.186], [-5.515, 2.735, 2.921], [-6.772, 3.425, 3.428], [-7.794, 3.555, 2.406], [-8.874, 4.451, 2.775], [-9.767, 4.064, 3.961], [-8.185, 2.317, 1.755], [-8.719, 1.177, 2.633], [-5.131, 3.232, 2.029], [-4.740, 2.767, 3.688], [-5.688, 1.688, 2.681], [-6.511, 4.434, 3.760], [-7.131, 2.891, 4.323], [-9.501, 4.609, 1.893], [-8.424, 5.426, 2.991], [-10.451, 3.255, 3.711], [-10.376, 4.922, 4.254], [-9.182, 3.765, 4.831], [-7.321, 1.941, 1.203], [-8.926, 2.561, 0.989], [-8.104, 1.025, 3.521], [-8.707, 0.244, 2.066], [-9.746, 1.346, 2.954]], "forces_ev_per_a": [[-0.166, 0.048, 0.392], [0.410, -0.096, -0.322], [0.121, 0.465, 0.404], [-0.253, -0.227, 0.488], [0.091, 0.254, -0.122], [-0.535, 0.534, 0.796], [-0.049, -0.085, -0.765], [0.199, -0.164, -0.018], [-0.065, 0.010, 0.046], [0.431, -0.309, 0.165], [-0.094, 0.299, -0.537], [0.135, -0.034, 0.093], [-0.030, -0.264, 0.201], [-0.078, 0.126, -0.088], [-0.104, 0.024, -0.203], [0.048, -0.071, -0.172], [0.021, -0.127, 0.102], [0.157, 0.164, -0.130], [0.083, 0.024, -0.017], [0.017, 0.063, 0.231], [-0.249, 0.234, 0.144], [-0.010, -0.260, -0.137], [0.484, -0.281, -0.435], [-0.216, -0.169, 0.219], [-0.163, 0.448, 0.261], [0.367, -0.351, -1.018], [0.538, 0.358, -0.155], [-0.427, -0.639, 1.432], [-0.355, 1.114, -3.135], [0.261, 0.190, 0.140], [-0.637, 0.217, 0.741], [0.219, 0.550, 0.042], [0.085, -0.457, -0.234], [0.098, -0.021, 0.069], [0.024, 0.018, -0.169], [0.056, -0.067, -0.194], [-0.172, -0.344, -0.207], [-0.121, -0.214, 0.064], [0.239, -0.155, -0.424], [-0.033, 0.086, -0.080], [-0.014, 0.030, 0.267], [-0.147, 0.098, -0.039], [0.030, 0.022, 0.255], [0.126, 0.052, 0.154], [-0.157, 0.086, 0.043], [-0.117, 0.116, 0.056], [-0.071, -0.014, -0.109], [0.061, 0.060, -0.068], [-0.089, -0.124, -0.003], [0.006, -0.154, 0.053], [0.107, -0.093, 0.022], [0.030, 0.006, 0.114], [0.040, -0.024, 0.029], [0.057, 0.042, -0.087], [-0.114, 0.079, 0.016], [-0.010, 0.050, 0.164], [0.117, -0.125, -0.116], [-0.139, 0.002, -0.003], [0.042, -0.110, -0.113], [-0.123, -0.063, 0.121], [-0.098, -0.222, -0.089], [-0.162, -0.073, -0.170], [0.072, -0.450, 1.100], [0.342, -0.138, 0.927], [0.034, 0.003, 0.025], [0.060, -0.112, 0.065], [-0.162, 0.050, -0.044], [-0.065, 0.171, 0.025], [-0.110, 0.049, -0.009], [0.086, -0.194, -0.158], [-0.104, -0.017, -0.052], [-0.026, -0.004, -0.024], [0.001, -0.003, 0.007], [-0.006, -0.002, -0.004], [-0.065, 0.028, -0.001], [0.017, 0.007, 0.001], [-0.009, -0.068, -0.017], [0.095, -0.045, 0.022], [0.039, -0.041, -0.022], [0.005, 0.002, 0.010], [0.033, 0.006, -0.014], [0.057, 0.043, 0.063], [-0.043, 0.063, 0.048], [0.039, 0.055, -0.003], [0.004, 0.008, -0.017], [0.012, 0.014, 0.079], [-0.001, 0.048, 0.079], [0.093, -0.071, 0.040], [-0.054, 0.046, 0.002], [-0.068, 0.157, 0.016], [-0.059, 0.030, -0.039], [0.049, -0.167, -0.134], [-0.065, -0.006, -0.068], [-0.027, -0.009, -0.028], [0.001, 0.000, 0.007], [0.010, -0.017, -0.010], [-0.071, 0.030, -0.014], [0.011, 0.013, 0.004], [0.006, -0.064, -0.024], [0.058, -0.031, 0.028], [0.037, -0.043, 0.017], [0.007, 0.007, -0.004], [0.018, -0.008, -0.003], [0.039, 0.023, 0.050], [-0.044, 0.065, 0.050], [0.021, 0.008, -0.002], [0.009, 0.001, -0.007], [0.023, 0.030, 0.068]], "mulliken_charge": [-0.94, 1.16, -0.74, 0.69, -0.60, -1.67, -1.08, -0.52, -0.28, 0.07, -0.48, -0.06, -0.21, -0.36, -0.11, -0.95, 1.03, -1.52, -1.11, -0.07, 0.90, -0.61, -0.15, -1.16, -1.11, 1.35, -0.82, 1.11, -1.31, -0.63, -0.75, 0.65, -0.50, 0.57, -0.08, 0.33, 0.29, 0.47, 0.97, 0.54, 0.25, 0.39, 0.14, 0.07, 0.64, 0.33, 0.38, 0.28, 0.39, 0.38, 0.38, 0.39, 0.29, 0.41, 0.27, 0.30, 0.38, 0.33, 0.31, 0.49, 0.09, 0.08, 0.34, 0.38, -1.44, -0.31, 0.19, -0.97, -0.58, -0.68, -0.76, 0.34, 0.44, 0.29, 0.44, 0.26, 0.39, 0.36, -0.13, 0.40, 0.40, 0.36, 0.31, 0.26, 0.39, 0.04, -1.35, -0.33, 0.11, -0.71, -0.97, -0.72, -1.01, 0.31, 0.48, 0.20, 0.45, 0.24, 0.35, 0.41, 0.22, 0.40, 0.27, 0.38, 0.36, 0.25, 0.37, 0.31], "total_charge": 0, "e_homo_ev": -7.87, "lumo_energy_ev": 0.19, "multiplicity": 1, "mol_weight_g_mol": 732.39, "smiles": "CB(O)[C@](O)([C@@H](CCF)O[C@@](Br)(Cc1ccc(C)cc1)B(O)N(C)C)N(C[C@@H]1CO1)N=C=O.CCN(CC)CC.CCN(CC)CC"}

---

2.
{"formula": "C32H63BBr3Cl2N4O20", "method": "ωB97M-V/def2-TZVPD", "symbols": ["C", "C", "Cl", "C", "Cl", "C", "C", "C", "O", "N", "C", "B", "N", "O", "C", "Br", "C", "C", "N", "N", "C", "C", "Br", "C", "C", "Br", "H", "H", "H", "H", "H", "H", "H", "H", "H", "H", "H", "H", "H", "H", "H", "H", "H", "H", "H", "H", "H", "H", "H", "H", "H", "H", "H", "C", "O", "C", "O", "O", "C", "H", "H", "H", "H", "H", "H", "C", "O", "C", "O", "O", "C", "H", "H", "H", "H", "H", "H", "C", "O", "C", "O", "O", "C", "H", "H", "H", "H", "H", "H", "C", "O", "C", "O", "O", "C", "H", "H", "H", "H", "H", "H", "C", "O", "C", "O", "O", "C", "H", "H", "H", "H", "H", "H", "C", "O", "C", "O", "O", "C", "H", "H", "H", "H", "H", "H"], "xyz": [[-1.453, -3.900, 3.617], [-0.970, -3.079, 2.240], [0.333, -1.818, 2.485], [-1.556, -3.319, 0.899], [-2.935, -4.624, 0.993], [-1.239, -2.621, -0.523], [0.344, -2.175, -0.820], [1.421, -3.401, -0.759], [1.529, -4.117, 0.512], [-1.304, -3.799, -1.523], [-2.519, -3.926, -2.319], [-2.094, -4.741, -3.728], [-0.704, -4.522, -4.300], [-3.084, -5.644, -4.408], [-3.339, -2.614, -2.803], [-2.616, -1.696, -4.441], [-4.854, -3.168, -3.249], [-5.993, -1.995, -3.313], [-5.965, -1.129, -4.552], [-3.508, -1.721, -1.598], [-2.151, -1.348, -0.961], [-2.493, -0.189, 0.114], [-0.966, 0.972, 0.714], [-3.513, -0.643, 1.358], [-4.953, 0.204, 1.241], [-2.787, -0.176, 3.180], [-2.429, -3.365, 3.997], [-1.565, -5.052, 3.444], [-0.633, -3.726, 4.466], [0.687, -1.225, -0.241], [0.331, -1.847, -1.970], [2.493, -2.914, -0.963], [1.297, -4.216, -1.610], [1.550, -5.102, 0.256], [-1.013, -4.690, -1.072], [-3.310, -4.661, -1.809], [-0.555, -5.130, -5.148], [0.045, -4.806, -3.632], [-3.488, -6.212, -3.669], [-4.838, -3.677, -4.327], [-5.262, -3.999, -2.513], [-6.005, -1.297, -2.347], [-7.048, -2.554, -3.290], [-5.465, -1.652, -5.307], [-5.383, -0.297, -4.288], [-4.164, -2.148, -0.901], [-3.873, -0.796, -1.980], [-1.569, -0.806, -1.853], [-3.172, 0.599, -0.482], [-3.848, -1.784, 1.263], [-5.484, -0.203, 0.252], [-4.770, 1.348, 1.055], [-5.690, -0.039, 2.118], [7.363, -5.031, 2.110], [6.250, -4.412, 2.751], [5.654, -3.438, 2.017], [5.991, -3.074, 0.901], [4.620, -2.939, 2.740], [3.896, -1.898, 2.087], [7.761, -5.793, 2.786], [7.051, -5.523, 1.183], [8.153, -4.299, 1.915], [3.446, -2.264, 1.159], [4.547, -1.040, 1.890], [3.093, -1.574, 2.755], [-7.337, -4.593, 3.269], [-8.450, -3.974, 3.909], [-9.046, -3.000, 3.175], [-8.709, -2.635, 2.059], [-10.080, -2.501, 3.898], [-10.804, -1.459, 3.245], [-6.939, -5.355, 3.945], [-7.649, -5.085, 2.342], [-6.547, -3.860, 3.073], [-11.254, -1.826, 2.317], [-10.153, -0.601, 3.049], [-11.607, -1.136, 3.913], [-2.190, 6.500, -3.906], [-1.239, 6.282, -2.865], [-1.614, 5.350, -1.953], [-2.658, 4.717, -1.962], [-0.626, 5.245, -1.029], [-0.885, 4.294, 0.002], [-1.787, 7.263, -4.577], [-2.348, 5.583, -4.483], [-3.135, 6.868, -3.494], [-0.991, 3.288, -0.419], [-1.778, 4.573, 0.570], [-0.030, 4.293, 0.684], [-0.990, 12.311, -5.770], [-0.039, 12.093, -4.729], [-0.414, 11.162, -3.817], [-1.458, 10.529, -3.826], [0.574, 11.056, -2.893], [0.315, 10.105, -1.862], [-0.587, 13.074, -6.441], [-1.148, 11.394, -6.347], [-1.935, 12.679, -5.358], [0.209, 9.100, -2.283], [-0.578, 10.384, -1.294], [1.170, 10.104, -1.180], [13.131, -2.765, 2.717], [11.888, -2.816, 2.019], [11.296, -1.608, 1.844], [11.734, -0.533, 2.225], [10.133, -1.802, 1.173], [9.397, -0.608, 0.916], [13.515, -3.786, 2.799], [13.861, -2.167, 2.161], [12.991, -2.367, 3.727], [9.978, 0.076, 0.289], [9.108, -0.124, 1.855], [8.487, -0.882, 0.376], [2.795, 2.035, 2.986], [4.187, 1.738, 3.072], [4.991, 2.832, 3.095], [4.621, 3.994, 3.048], [6.277, 2.407, 3.177], [7.241, 3.458, 3.210], [2.248, 1.088, 2.976], [2.468, 2.611, 3.858], [2.571, 2.572, 2.059], [7.092, 4.092, 4.090], [7.195, 4.053, 2.291], [8.233, 3.004, 3.276]], "forces_ev_per_a": [[1.025, 1.229, 0.009], [-1.864, -1.334, -2.481], [-1.762, -1.893, -0.355], [1.511, 1.498, 4.464], [1.632, 1.870, -0.543], [1.221, -1.859, -0.183], [0.058, 0.296, -0.615], [1.528, 0.265, -0.922], [-0.560, -1.528, -1.776], [-0.901, 2.021, 0.430], [-1.200, -2.146, -1.338], [0.303, -0.978, -1.379], [-1.758, -2.398, 0.380], [1.687, 0.922, 3.142], [-1.526, -3.506, -0.207], [-0.103, -0.193, 1.711], [-0.868, 0.170, -0.283], [-1.110, -0.680, 0.447], [1.387, -0.264, 1.438], [0.819, 1.451, -0.784], [1.583, 1.004, -0.317], [-2.159, 0.620, -0.130], [-0.980, -1.373, -0.808], [-1.703, 0.425, -0.677], [0.213, -0.689, -1.334], [-0.701, -0.864, -1.226], [1.781, -1.314, -0.890], [0.049, 2.429, 0.130], [-1.724, -0.346, -2.087], [-0.589, -1.994, -0.730], [-0.048, -0.844, 2.453], [-2.341, -0.812, 0.306], [-0.143, 2.066, 1.530], [0.053, 2.363, 0.842], [-0.628, 1.147, -0.373], [1.179, 1.877, -0.694], [-0.305, 0.918, 1.106], [-0.829, 0.944, -0.569], [0.543, 1.347, -1.722], [0.379, 1.134, 2.449], [1.162, 1.722, -1.215], [0.034, -1.452, -1.973], [2.358, 1.094, 0.050], [-0.582, 0.808, 0.856], [-0.694, -1.018, -0.916], [0.459, 0.344, -0.737], [-0.007, -1.335, 0.919], [-1.269, -1.287, 1.938], [1.652, -1.679, 1.115], [1.293, 2.309, 0.620], [0.981, 0.834, 1.934], [-0.322, -2.238, 0.740], [1.709, 0.629, -1.606], [0.531, -0.256, -0.236], [-0.743, 0.900, -0.471], [0.232, 0.010, -0.272], [-0.530, -0.471, 1.500], [0.735, -0.463, -0.439], [-0.124, 0.412, -0.225], [-0.306, 0.246, 0.055], [0.082, 0.233, 0.088], [-0.204, -0.104, -0.119], [0.170, 0.053, 0.112], [-0.070, -0.194, -0.070], [0.314, -0.292, 0.080], [0.310, -0.257, -0.145], [-0.485, 0.770, -0.509], [-0.162, 0.162, -0.093], [-0.311, -0.463, 1.409], [1.063, -0.625, -0.531], [-0.362, 0.437, -0.234], [-0.302, 0.243, 0.053], [0.078, 0.222, 0.083], [-0.183, -0.074, -0.103], [0.220, 0.107, 0.101], [-0.081, -0.224, -0.099], [0.282, -0.283, 0.050], [-0.405, 0.194, -0.518], [-0.130, -0.894, 1.027], [-0.204, 0.077, -0.194], [1.381, 0.697, 0.056], [-0.656, 0.189, -0.731], [-0.080, -0.222, 0.196], [0.137, -0.124, 0.361], [-0.076, 0.106, 0.222], [0.157, -0.205, -0.066], [-0.137, 0.463, 0.006], [0.058, -0.144, -0.181], [-0.019, 0.222, -0.282], [-0.340, 0.126, -0.407], [-0.147, -0.757, 0.854], [-0.230, -0.130, 0.005], [1.416, 0.808, -0.008], [-0.716, 0.229, -0.861], [-0.065, -0.364, 0.399], [0.160, -0.153, 0.327], [-0.092, 0.127, 0.211], [0.129, -0.229, -0.061], [-0.148, 0.190, 0.065], [0.071, -0.133, -0.213], [-0.054, 0.217, -0.324], [0.506, -0.011, 0.276], [-0.667, 0.847, -0.247], [0.232, 0.445, 0.173], [-0.663, -1.582, -0.561], [0.902, -0.082, 0.520], [-0.333, 0.434, -0.142], [-0.331, 0.123, -0.170], [-0.197, 0.024, 0.189], [0.051, 0.083, -0.255], [-0.024, -0.059, 0.262], [0.194, -0.004, -0.165], [0.265, -0.258, 0.142], [-0.371, 0.111, 0.014], [0.548, 0.545, -0.024], [0.186, 0.692, 0.015], [0.454, -1.800, 0.050], [-1.278, 0.064, -0.093], [0.476, 0.450, 0.021], [0.350, 0.003, 0.039], [0.083, 0.032, -0.251], [0.073, 0.078, 0.223], [-0.079, -0.034, -0.261], [-0.112, -0.018, 0.249], [-0.350, -0.177, -0.012]], "mulliken_charge": [-1.02, -0.25, 0.14, -0.28, -0.17, 1.26, -0.26, -0.45, -0.47, -0.11, -0.33, 0.61, -0.55, -0.54, -0.63, 0.08, -0.71, -0.45, -0.57, -0.02, -1.56, -0.33, -0.03, 0.22, -0.90, -0.10, 0.24, 0.32, 0.33, 0.07, 0.35, 0.31, 0.17, 0.32, 0.57, 0.10, 0.25, 0.18, 0.32, 0.37, 0.42, 0.10, 0.31, 0.30, 0.30, 0.72, 0.65, 0.42, 0.45, 0.09, 0.15, 0.30, 0.39, -0.48, -0.34, 0.78, -0.57, -0.36, -0.08, 0.23, 0.27, 0.18, -0.02, 0.33, 0.03, -0.50, -0.31, 0.80, -0.56, -0.31, -0.59, 0.25, 0.28, 0.16, 0.29, 0.28, 0.22, -0.65, -0.28, 0.73, -0.57, -0.34, -0.42, 0.21, 0.30, 0.32, 0.01, 0.32, 0.29, -0.60, -0.32, 0.79, -0.55, -0.31, -0.53, 0.22, 0.28, 0.28, 0.23, 0.28, 0.22, -0.62, -0.29, 0.74, -0.54, -0.26, -0.66, 0.22, 0.29, 0.29, 0.32, 0.30, 0.22, -0.52, -0.19, 0.68, -0.55, -0.25, -0.66, 0.00, 0.35, 0.34, 0.30, 0.32, 0.21], "total_charge": 1, "e_homo_ev": -11.78, "lumo_energy_ev": -3.04, "multiplicity": 1, "mol_weight_g_mol": 1145.29}

---

- Look up the multiplicity of the first one.
  1